[1]
This record from the OMol25 dataset describes a structure of composition C13H31InN2O7 at a distorted geometry. The level of theory is ωB97M-V with the def2-TZVPD basis set.

Output
Net charge   +2
Energy above the lowest of the compared OMol25 structures with the same formula, charge and spin   19.8 kcal/mol
Max |F|   4.20 eV/A
Electronic energy   -36448.4676 eV
Molecular weight   442.216 g mol⁻¹
Multiplicity   1
E_LUMO   -10.5 eV

Element x y z (Å)
In1 0.43273 0.53907 0.93839
O1 -2.09214 -1.84402 -3.01194
O2 0.46084 -1.35629 0.67924
O3 4.57732 -1.64949 2.95891
O4 -2.31189 1.01444 1.76502
O5 2.59180 -1.87994 3.97720
O6 2.74684 2.25932 1.36116
O7 2.62730 -0.86039 2.08867
N1 -1.85721 -0.09717 -0.85115
N2 2.33707 0.51281 -0.25841
C1 -3.17757 0.08264 1.20488
C2 -0.31266 -2.48591 1.11962
C3 3.25124 -1.48278 3.00134
C4 3.42098 2.58323 0.21973
C5 -2.49169 -0.50927 -3.24112
C6 3.28250 2.74681 2.59289
C7 -1.73515 0.34894 -2.24369
C8 -2.98676 -2.81028 -3.57971
C9 1.57786 -0.35317 -1.16748
C10 2.71692 1.80600 -0.88111
C11 1.23766 -1.64174 -0.48062
C12 -3.21497 0.20835 -0.31351
C13 -2.87162 2.31223 1.96117
H1 0.36679 -3.15455 1.65403
H2 -2.14929 2.92042 2.50339
H3 -1.11534 -2.14693 1.76947
H4 -3.07335 2.81580 1.00952
H5 3.20612 0.05317 0.01515
H6 2.17767 -0.49999 -2.07207
H7 3.32155 3.65418 0.01807
H8 3.86782 3.66188 2.52179
H9 -2.63796 -3.77875 -3.23647
H10 -0.75218 -3.07567 0.31299
H11 3.87798 1.95636 3.05276
H12 -0.67131 0.29706 -2.45436
H13 0.74579 -2.24394 -1.25369
H14 3.28936 1.71620 -1.80382
H15 -3.79631 2.31709 2.54286
H16 2.43074 2.93883 3.24355
H17 -3.03253 -2.71467 -4.66413
H18 2.11649 -2.21613 -0.16551
H19 -3.98858 -2.66140 -3.16457
H20 -3.56433 -0.28449 -3.15451
H21 -1.95038 1.40170 -2.44433
H22 0.67220 0.17553 -1.44502
H23 -1.83498 -1.11850 -0.90812
H24 1.80430 2.37746 -1.07936
H25 -2.22701 -0.26567 -4.27763
H26 -2.84434 -0.92476 1.45085
H27 -4.20449 0.26272 1.53367
H28 4.49478 2.36107 0.20280
H29 -3.50675 1.20219 -0.65504
H30 -3.92991 -0.48211 -0.77072
H31 4.69805 -1.98746 3.87896

Atom charges from the Mulliken analysis, given in e for atoms 1 to 6: In 1.1725; O -0.2825; O 0.3650; O -0.4331; O -0.1773; O -0.5947

=====

[2]
This record from the OMol25 dataset describes a structure of composition C18H24N4O3Re at a distorted geometry. The level of theory is ωB97M-V with the def2-TZVPD basis set.

Output
Net charge   +4
<S²>   3.79
Energy above the lowest of the compared OMol25 structures with the same formula, charge and spin   0.0 kcal/mol
Max |F|   6.64 eV/A
Electronic energy   -33240.7551 eV
Molecular weight   530.622 g mol⁻¹
Multiplicity   4
E_LUMO (spin up / spin down)   -13.3 / -17.9 eV

Element x y z (Å)
Re1 0.90507 -0.59031 -0.11338
O1 0.63174 -3.10068 1.67217
O2 -0.58254 0.37936 1.28935
O3 3.08922 0.67379 1.67256
N1 0.78930 1.61625 -0.69279
N2 2.23349 -1.45526 -1.03653
N3 -1.16135 -1.37697 -0.69072
N4 -1.88061 1.22810 2.85866
C1 -2.29650 1.50281 4.22351
C2 0.75820 -2.15627 0.99757
C3 0.82208 2.76324 -0.52271
C4 0.85408 4.18882 -0.38412
C5 -0.95696 -0.21013 -3.12336
C6 4.36150 -2.84422 -1.19217
C7 -2.68081 1.75280 1.76823
C8 -0.20311 0.95402 -3.12361
C9 -2.19715 -1.87086 -0.51970
C10 1.05915 -1.52541 -3.31518
C11 3.16918 -2.06647 -1.40091
C12 -3.48867 -2.47641 -0.38259
C13 0.05011 -0.03186 3.64872
C14 1.19140 0.88406 -3.25445
C15 1.82175 -0.34763 -3.31712
C16 -0.32240 -1.45430 -3.25305
C17 -0.79390 0.51831 2.54680
C18 2.27866 0.17765 0.99781
H1 2.90556 -0.38878 -3.43604
H2 0.42101 0.79521 4.27082
H3 -3.78526 -2.91444 -1.34398
H4 1.45400 4.61613 -1.19769
H5 -0.91456 -2.36649 -3.36769
H6 1.30667 4.44596 0.58226
H7 -0.17033 4.57741 -0.43531
H8 1.78139 1.79747 -3.37020
H9 -0.70684 1.92516 -3.10869
H10 4.71978 -2.77310 -0.15466
H11 -2.04907 -0.14750 -3.10901
H12 -2.50688 0.57886 4.77971
H13 -3.43684 -3.26133 0.38226
H14 0.90111 -0.59033 3.25942
H15 -3.51155 2.29540 2.22396
H16 -4.21470 -1.71016 -0.08429
H17 1.54046 -2.49789 -3.43151
H18 -0.55861 -0.70029 4.27424
H19 4.15405 -3.89323 -1.44278
H20 -3.20804 2.09818 4.17468
H21 -1.53390 2.06842 4.77665
H22 -3.07541 0.94358 1.13941
H23 -2.09685 2.43950 1.14089
H24 5.13392 -2.47020 -1.87547

Atom charges from the Mulliken analysis, given in e for atoms 1 to 6: Re 3.3520; O -0.2639; O -0.8195; O -0.2634; N -0.7679; N -0.4938

=====

[3]
This record from the OMol25 dataset describes a structure of composition C41H110FN3O17Zr at a distorted geometry. The level of theory is ωB97M-V with the def2-TZVPD basis set.

Output
Max |F|   4.89 eV/A
Electronic energy   -87563.5516 eV
Molecular weight   1027.557 g mol⁻¹
Multiplicity   1
E_LUMO   -2.1 eV

Element x y z (Å)
Zr1 -1.39588 -3.31626 -0.60486
F1 -0.20999 -4.04829 0.95667
O1 2.35074 -4.52846 2.72319
O2 -4.40108 -0.70979 1.95161
O3 -3.53893 7.85997 3.33035
O4 -0.10233 1.97251 7.91249
O5 2.69229 3.21464 6.06549
O6 0.08767 1.98842 -5.84710
O7 -6.31678 1.04545 0.59308
O8 -2.01879 -3.26550 -2.74711
O9 -6.49310 3.65212 -0.51582
O10 2.21688 5.98461 0.71646
O11 -4.78952 4.96317 -4.43200
O12 -2.52114 -2.76040 1.67455
O13 1.70214 -0.88831 7.94314
O14 9.05162 -1.83685 -0.96842
O15 -3.71861 -2.18528 -0.60310
O16 -0.88462 -1.19661 -0.15448
O17 0.68234 -3.09348 -1.55468
N1 7.74566 -1.60501 -0.72441
N2 -1.18609 -0.03506 0.62914
N3 -1.43701 -3.17709 -4.01528
C1 -2.68365 -1.21531 -4.85562
C2 -0.84964 -5.62979 -4.19791
C3 -7.34051 0.90006 1.55186
C4 -0.18891 -1.11066 2.59855
C5 1.80082 -2.55919 -0.81577
C6 1.13233 0.64398 1.36821
C7 -2.02611 2.22537 0.71770
C8 -0.29183 0.16689 1.77159
C9 -0.40439 -1.73611 -5.75482
C10 5.84055 -1.62611 0.89333
C11 -5.31848 3.98437 0.26600
C12 -1.24212 2.54687 2.00161
C13 2.44390 -3.80043 3.93883
C14 -2.80721 -3.69148 2.70821
C15 2.13837 4.55998 0.71695
C16 -1.30105 -1.78889 -4.49859
C17 -3.22265 7.20264 2.10308
C18 -2.75161 -4.76679 -5.45000
C19 -4.71183 -0.81554 3.34079
C20 7.74292 -3.05614 1.34311
C21 -2.92659 0.84190 -0.95390
C22 -1.37039 -4.35769 -4.90101
C23 -0.56896 -0.86233 -3.51327
C24 2.06789 -1.08305 6.58482
C25 -0.61154 1.10938 6.91434
C26 -0.81816 2.76796 -5.05483
C27 7.67249 0.75291 -1.48677
C28 1.96155 3.07162 4.86769
C29 7.33039 -1.00048 -3.14107
C30 -4.69716 -1.88012 -1.59570
C31 -0.40281 -4.16047 -6.09947
C32 -0.59323 -2.83743 -6.77607
C33 -0.47097 1.52247 -1.20600
C34 7.36112 -1.71915 0.67740
C35 8.02502 -0.64749 1.57051
C36 -3.77280 5.13319 -3.42011
C37 7.07817 -0.65924 -1.67312
C38 5.55750 -0.61018 -1.36041
C39 5.20363 -0.49623 0.11634
C40 -1.61449 1.07577 -0.20411
C41 -0.92141 1.19692 2.69623
H1 1.70111 0.04828 0.65283
H2 0.30502 -1.23905 -2.98763
H3 -8.28262 1.35679 1.24046
H4 -1.33581 -0.73534 -2.74577
H5 -1.18102 -1.42096 2.91970
H6 7.67348 -3.91024 0.66656
H7 -0.36403 0.05776 -4.05784
H8 -1.94971 3.16289 0.16126
H9 -2.57494 7.81325 1.47431
H10 5.05076 -1.45608 -1.83293
H11 9.09871 -0.54398 1.41409
H12 -4.29837 0.06619 3.84047
H13 -4.79304 -0.84471 -1.92396
H14 0.98597 1.94860 -5.51422
H15 7.77779 1.07103 -0.44848
H16 2.78099 -1.89519 6.47930
H17 -1.49871 1.56364 6.46347
H18 1.13872 1.63170 0.89925
H19 0.38602 -1.87154 2.07417
H20 5.13405 0.27638 -1.84425
H21 -5.76949 -0.92274 3.57498
H22 -0.22529 2.57804 -1.08966
H23 1.65243 4.18610 1.62225
H24 -4.46444 3.66055 -0.33464
H25 -6.77070 4.43894 -0.98720
H26 -4.12821 -1.61349 3.79673
H27 1.18000 -1.27643 5.97089
H28 -0.55480 -5.01517 -6.76031
H29 -6.23409 1.90674 0.16247
H30 -3.72208 0.49465 -0.29710
H31 -2.87676 -5.83374 -5.63131
H32 0.62432 -1.59363 -5.41164
H33 -3.02768 2.05351 1.11605
H34 -3.53149 4.12628 -3.07306
H35 -3.61862 -4.32597 -4.95976
H36 -2.61569 -0.31723 -5.47380
H37 6.99201 -0.18502 -3.78013
H38 -3.22827 1.68986 -1.57121
H39 5.32287 -2.57946 0.77524
H40 1.01329 -0.21454 7.94602
H41 -2.77052 0.06328 -1.70706
H42 1.52073 -4.26362 2.31807
H43 -2.82703 -4.34827 -6.46133
H44 2.47413 -0.16941 6.13646
H45 -0.90395 2.26566 -4.08864
H46 -1.52568 -5.95196 -3.40374
H47 2.44839 -4.35425 4.88162
H48 1.64435 -3.05933 4.00238
H49 0.29155 -0.91263 3.56145
H50 -1.73721 3.21365 2.71054
H51 2.32835 -3.39345 -0.36197
H52 0.99578 2.59492 5.03007
H53 3.40070 -3.27093 3.96816
H54 -3.29994 -1.08322 -3.96415
H55 7.01350 1.52756 -1.89292
H56 0.41236 0.89230 -1.17790
H57 3.58831 3.51213 5.89270
H58 -2.96105 -1.91935 1.88948
H59 2.42327 -1.89816 -1.42418
H60 -5.68185 -2.25630 -1.31640
H61 4.12940 -0.34502 0.28611
H62 -5.18635 5.06583 0.22434
H63 1.79743 0.77988 2.22580
H64 -4.07453 -1.95071 0.26530
H65 1.04168 -3.52208 -2.34183
H66 5.48065 0.46783 0.56099
H67 5.69460 -1.31827 1.93405
H68 0.14263 -5.54457 -3.74490
H69 6.77098 -1.89614 -3.42765
H70 -0.97080 0.10724 7.16378
H71 -1.93244 0.98133 3.06467
H72 -0.55291 -0.82030 -6.33478
H73 8.80792 -3.02405 1.57958
H74 -7.49033 -0.13732 1.83741
H75 -0.12937 2.85236 7.52846
H76 0.15424 0.88875 6.16331
H77 -3.88938 -3.74416 2.86232
H78 -7.04173 1.48957 2.42756
H79 1.70890 4.03932 4.42170
H80 -4.30074 5.66209 -2.62397
H81 8.37678 -1.24279 -3.31719
H82 -0.77717 -6.41529 -4.94882
H83 -2.44078 -4.66276 2.38278
H84 3.16310 4.18977 0.66227
H85 7.51607 0.31881 1.53590
H86 0.61446 -4.22410 -5.70283
H87 7.96533 -0.90171 2.63504
H88 -0.35154 3.71892 -4.77827
H89 2.46573 2.48355 4.09661
H90 -1.60691 -2.74669 -7.18410
H91 8.64778 0.82286 -1.96559
H92 -0.40598 1.34557 3.64799
H93 -0.33960 3.12298 1.76961
H94 1.53421 4.21754 -0.11959
H95 1.50365 -1.81166 -0.08225
H96 -2.89161 5.65337 -3.77891
H97 -5.36564 4.24323 -4.16834
H98 7.12985 -3.20268 2.22950
H99 -4.78436 0.10255 1.58591
H100 2.72900 6.30682 1.46052
H101 -0.94519 1.37932 -2.17714
H102 -0.00217 -2.64750 -7.67435
H103 -4.43501 -2.41221 -2.51073
H104 -5.25719 3.53374 1.25142
H105 -3.30615 -1.85775 -5.48612
H106 -2.40351 -3.49226 3.70490
H107 -1.75233 2.98811 -5.55953
H108 -4.10018 6.87210 1.54608
H109 -3.55139 8.81415 3.23072
H110 -2.65859 6.32064 2.40649

Atom charges from the Mulliken analysis, given in e for atoms 1 to 6: Zr 0.9362; F -0.6477; O -0.5598; O -0.5584; O -0.5347; O -0.5249

=====

[4]
This record from the OMol25 dataset describes a structure of composition C11H24Mg2N4O12S3 at a distorted geometry. The level of theory is ωB97M-V with the def2-TZVPD basis set.

Output
Max |F|   15.82 eV/A
Electronic energy   -85702.4129 eV
Molecular weight   549.140 g mol⁻¹
Multiplicity   1
E_LUMO   -4.0 eV

Element x y z (Å)
S1 -5.10696 -1.70298 -0.17662
S2 -0.33755 -0.79613 5.77113
S3 2.56957 2.27738 -5.67117
Mg1 -0.80224 -0.13847 1.43178
Mg2 1.61158 -1.28532 -2.71883
O1 2.84354 0.13032 -0.76975
O2 -3.83859 -0.90985 0.27520
O3 -2.49084 2.45938 1.51503
O4 -4.48188 2.55177 2.28367
O5 -3.97979 3.33903 0.31705
O6 2.09909 1.11491 -4.84546
O7 -0.85009 -0.72015 4.31812
O8 1.85028 0.72751 1.05034
O9 1.29375 -3.92600 -0.93453
O10 0.05847 -3.32256 0.74282
O11 1.01228 0.51681 -0.69977
O12 0.88180 -5.32967 0.64086
N1 -3.04787 2.21654 -6.93414
N2 0.70960 -4.20752 0.14568
N3 7.34207 -1.41618 4.65029
N4 -3.65503 2.77632 1.40445
C1 3.41253 3.33279 -4.38734
C2 6.23235 -1.84409 2.28169
C3 -5.86105 -2.37907 1.32635
C4 -3.02229 2.03357 -5.79884
C5 2.04909 0.81773 -0.18753
C6 0.88658 -2.15094 5.63733
C7 -3.03737 1.85742 -4.36721
C8 6.88712 -1.59599 3.57738
C9 -6.49313 -0.43631 -0.44870
C10 0.59877 0.73823 6.09910
C11 4.19979 1.71077 -6.41002
H1 1.36619 1.04413 5.38804
H2 1.53858 -2.16582 6.51070
H3 -5.18741 -3.06513 1.83978
H4 -2.06636 1.66566 -3.91060
H5 1.47141 -1.76807 4.80097
H6 1.18172 0.48941 6.98587
H7 5.59853 -2.71389 2.45439
H8 -6.50438 0.20274 -1.33164
H9 -3.66003 1.01316 -4.07125
H10 -7.50731 -0.83084 -0.51110
H11 3.75330 4.26584 -4.83607
H12 -6.53709 0.22764 0.41463
H13 4.83193 2.54020 -6.72711
H14 6.93558 -1.98838 1.46147
H15 3.87724 1.15625 -7.29125
H16 -0.11235 1.56282 6.04934
H17 5.65925 -0.92267 2.17852
H18 -3.28849 2.82249 -3.92711
H19 -6.80560 -2.91157 1.21510
H20 4.23937 2.84073 -3.87519
H21 2.70893 3.58062 -3.59258
H22 0.35345 -3.05966 5.35784
H23 4.67163 1.08293 -5.65417
H24 -6.05167 -1.50784 1.95303

Atom charges from the Mulliken analysis, given in e for atoms 1 to 6: S 0.4220; S 0.4069; S 0.4398; Mg 2.0426; Mg 1.2255; O -0.6997